An isolated molecule of C2H3BrS, computed with wB97M-V/def2-TZVPD.

The frontier orbital gap comes out at 9.95 eV. As for the energy relative to the best compared isomer or geometry (same formula, charge and spin): 11.2 kcal per mole. The molar mass comes out at 139.02 g mol⁻¹. The value obtained for the energy is -3050.15986 hartree. Its SMILES is Br[C@H]1CS1.

Cartesian coordinates (Å):
1 C -0.474 0.602 -0.267
2 C 0.305 -0.617 0.223
3 S 0.587 -0.149 -1.528
4 Br 1.672 -0.240 1.502
5 H -1.496 0.367 -0.654
6 H -0.469 1.521 0.202
7 H -0.125 -1.484 0.522